120
Properties=species:S:1:pos:R:3 method="wB97M-V/def2-TZVPD" multiplicity=2 s_squared=0.750 de_lowest_ev=2.484 charge=-1 homo_lumo_gap_ev="2.4 / 8.1"
C 3.59407 4.01049 0.30006
O 2.73036 3.27642 0.84271
N 3.67766 5.32748 0.42060
N 4.61950 3.52917 -0.29766
H 2.94407 5.78447 0.94319
H 4.52775 5.75442 0.08124
H 4.70811 2.52486 -0.35779
H 5.21963 4.16595 -0.80210
C -0.58077 5.82981 1.82139
O -0.23389 6.72088 2.63950
N 0.14649 4.86716 1.38784
N -1.78714 5.67588 1.24712
H -0.17589 4.28028 0.63171
H 1.13070 4.89282 1.61317
H -1.84419 4.83405 0.69197
H -2.63398 6.20687 1.39205
C -4.29412 -2.14481 -0.29120
O -4.63188 -2.08730 0.89817
N -3.05096 -2.12162 -0.60526
N -5.00643 -2.32046 -1.37186
H -2.41012 -2.12704 0.17537
H -2.81787 -1.95018 -1.57294
H -5.97908 -2.17780 -1.14014
H -4.69735 -2.16488 -2.32074
C -0.49109 -1.40033 -3.84471
O -1.41265 -1.87470 -4.49266
N -0.48799 -0.39437 -2.99070
N 0.65944 -1.95704 -3.97502
H -1.18278 0.33577 -3.05600
H 0.42937 -0.21470 -2.60825
H 1.47722 -1.61008 -3.49444
H 0.72778 -2.91634 -4.28351
C -2.72457 1.91919 1.82710
O -1.60142 2.36382 1.58205
N -3.04420 0.67782 1.88677
N -3.78492 2.67978 1.65419
H -2.22884 0.10891 1.70893
H -4.00329 0.39152 1.75162
H -4.70281 2.26372 1.58737
H -3.71980 3.67153 1.47449
C 0.38297 -0.22142 0.43518
O -0.57511 -0.71958 1.02824
N 1.14730 -0.93377 -0.24780
N 0.63102 1.07730 0.32109
H 0.79242 -1.83619 -0.53031
H 2.02671 -0.56062 -0.57565
H -0.06629 1.75720 0.58864
H 1.60276 1.31587 0.18359
C -2.72127 -1.97403 3.80436
O -2.15597 -2.38931 2.81248
N -3.90767 -1.51351 3.73279
N -2.32946 -1.99851 5.05520
H -4.51294 -1.19363 4.47537
H -4.16378 -1.29990 2.77944
H -1.55286 -2.61557 5.24556
H -2.99645 -1.82322 5.79311
C 3.28488 0.58993 -3.18845
O 2.97569 -0.49209 -2.74592
N 4.13793 1.40265 -2.59909
N 2.57395 1.24886 -4.01820
H 4.23704 2.32112 -3.00738
H 4.58543 1.10212 -1.74498
H 2.63184 2.21683 -4.30066
H 1.95752 0.64699 -4.54534
C -2.12232 -5.00925 -2.32227
O -2.19966 -5.83619 -1.42469
N -2.87271 -4.97810 -3.40392
N -1.07790 -4.24559 -2.32798
H -3.57979 -5.68947 -3.52261
H -2.42645 -4.49523 -4.17059
H -0.49631 -4.22076 -1.50260
H -1.11867 -3.52123 -3.03063
C 1.32444 -5.34098 -0.23017
O 1.21528 -4.14279 -0.09516
N 0.36163 -6.22669 -0.10030
N 2.38474 -5.82568 -0.71440
H 0.55268 -7.21742 -0.05494
H -0.56490 -5.85136 0.04385
H 2.31308 -6.78527 -1.02124
H 3.18124 -5.21357 -0.81931
C 0.18790 4.28428 -1.86945
O -0.73030 4.06724 -1.11642
N 0.73178 5.50923 -2.00870
N 0.85209 3.37317 -2.57803
H 0.17996 6.26354 -1.62580
H 1.45302 5.71335 -2.68565
H 0.48665 2.43768 -2.47111
H 1.59317 3.56450 -3.23703
C 5.26115 -0.31384 0.16517
O 5.71000 0.46668 -0.58223
N 5.60183 -1.53047 0.24319
N 4.18282 -0.06626 0.85210
H 6.27466 -1.94909 -0.38304
H 5.24561 -2.05769 1.02756
H 3.77218 0.85450 0.91262
H 4.40558 -0.55553 1.70715
C -3.35730 1.98521 -2.24197
O -3.69399 2.86706 -2.96405
N -2.29721 1.96876 -1.49859
N -4.10049 0.92810 -1.98710
H -1.66125 2.74362 -1.62202
H -2.39194 1.54449 -0.58693
H -4.90453 0.79242 -2.58310
H -3.78465 0.29568 -1.26571
C 0.85347 -3.84727 3.19246
O 0.10342 -4.21620 4.01289
N 0.69764 -2.79281 2.53840
N 1.91914 -4.50998 2.86014
H -0.22741 -2.39972 2.63762
H 1.27195 -2.75286 1.70854
H 2.58390 -4.10491 2.21663
H 2.05936 -5.46678 3.15162
C 0.32989 1.72412 4.39170
O 0.85344 1.98727 5.48628
N 0.93675 2.06908 3.31681
N -0.66352 1.05449 4.07529
H 1.91276 2.31824 3.39051
H 0.67250 1.86841 2.36287
H -1.22303 0.66088 4.81834
H -1.02118 1.08205 3.13114

32
Properties=species:S:1:pos:R:3 method="wB97M-V/def2-TZVPD" multiplicity=2 s_squared=0.786 de_lowest_ev=0.000 charge=-1 homo_lumo_gap_ev="4.5 / 6.9"
Hg -0.85952 0.65670 0.03751
Cl -1.02174 0.21069 3.26867
C -1.93380 1.57655 2.71180
C -1.93645 1.86767 1.35379
C -2.67888 2.96782 0.94311
Cl -2.70919 3.36229 -0.74169
C -3.39271 3.75699 1.84192
Cl -4.30052 5.11684 1.29327
C -3.36966 3.44100 3.19737
Cl -4.24544 4.40607 4.32660
C -2.63607 2.34357 3.63845
Cl -2.60405 1.94991 5.31697
Cl 4.05292 -4.91557 -0.19066
C 3.17985 -3.39155 -0.28984
C 3.90158 -2.20886 -0.24419
C 3.17483 -1.01638 -0.32461
Cl 4.07457 0.48444 -0.29475
C 1.78618 -0.93964 -0.43747
O 1.19793 0.22171 -0.57823
C 1.06632 -2.19736 -0.50853
C -0.32190 -2.30142 -0.68878
O -1.22290 -1.36911 -0.77014
C 1.81539 -3.40719 -0.41651
H 4.97657 -2.19724 -0.15234
H -0.70363 -3.32761 -0.76272
H 1.28880 -4.35297 -0.45545
C 0.90520 -0.42606 -3.71728
C -0.07757 0.46214 -3.11325
N -0.86800 1.17303 -2.68024
H 0.40698 -1.23521 -4.24724
H 1.51045 -0.83836 -2.91294
H 1.54446 0.12711 -4.40261

37
Properties=species:S:1:pos:R:3 method="wB97M-V/def2-TZVPD" multiplicity=3 s_squared=2.015 de_lowest_ev=0.000 charge=-2 homo_lumo_gap_ev="4.8 / 4.8"
W 0.69572 -0.49771 0.16349
Se -5.46488 0.07542 5.00922
N -3.71038 -0.14209 5.26860
C -3.15276 -0.14818 4.09214
C -1.71896 -0.32454 3.87805
C -0.80956 -0.46429 4.91733
C 0.52911 -0.59665 4.61470
C 0.92613 -0.60495 3.28454
N 0.05149 -0.49943 2.28427
C -1.24557 -0.32680 2.56920
C -2.13423 -0.12005 1.43189
N -1.53867 -0.06253 0.23162
C -2.28954 0.18116 -0.83340
C -3.66862 0.36403 -0.75131
C -4.28301 0.30077 0.47534
C -3.49972 0.04913 1.60106
C -4.04138 0.02595 2.95489
N -5.30600 0.17154 3.23346
H -1.16668 -0.44986 5.93872
H 1.27660 -0.69052 5.38945
H 1.95948 -0.70886 2.98544
H -1.77611 0.22646 -1.78184
H -4.22169 0.55196 -1.65992
H -5.34745 0.45352 0.59434
S 1.86984 7.32353 0.56946
C 1.32409 5.76305 0.79924
S 2.26418 4.36156 0.53368
C 1.11599 3.13236 1.05410
C -0.10199 3.59591 1.44030
S -1.53857 2.79333 1.95918
S -0.24322 5.35355 1.36102
S 1.87856 1.54466 1.06824
Se -0.39591 -2.95146 0.49473
Se -1.68065 -2.16010 -3.36428
Te 0.25357 -2.47380 -1.84688
Se 0.88938 0.89388 -1.82367
Se 2.79611 -1.53994 0.42128

Question: Which of these has the highest multiplicity?
Answer: C15H6N4S5Se5TeW